Entry 1:
Here is a structure of composition C19H22BrN5O6V at a distorted geometry from the Open Molecules 2025 dataset. Energies are from the ωB97M-V functional and the def2-TZVPD basis.

Geometry as XYZ:
```
54
Properties=species:S:1:pos:R:3:forces:R:3:mulliken_spin:R:1
V -14.848524 -2.326763 6.766083 0.6 0.9 0.7 1.06
N -16.425907 -2.396900 5.272074 0.5 0.1 -0.7 -0.01
C -16.115775 -1.559409 4.104983 -0.5 -0.4 -0.3 0.01
C -17.282515 -0.586869 3.881720 0.7 0.2 -0.8 0.00
C -18.390969 -1.138652 2.973632 0.9 -1.2 -0.7 0.00
C -18.289137 -0.651036 1.533543 1.2 0.7 -0.8 0.00
N -16.960067 -0.950879 0.862349 -2.1 -1.4 0.1 0.00
C -16.715601 -2.068566 0.184030 0.0 -0.8 0.1 0.00
N -17.642599 -3.041150 0.082557 0.2 0.2 0.0 0.00
N -15.519175 -2.287933 -0.375597 -0.1 -0.6 -0.1 0.00
C -14.810726 -0.863853 4.403224 0.5 0.5 -0.9 0.01
O -14.100576 -0.334555 3.601604 -0.5 0.0 -0.4 0.00
O -14.456455 -0.946894 5.678513 0.3 -0.4 1.3 -0.02
H -16.658057 -3.358409 5.065766 -0.2 -0.2 -0.1 0.00
H -17.238106 -1.974016 5.694567 -0.3 -0.3 0.3 0.00
H -15.932867 -2.192318 3.218300 -0.2 0.4 0.4 0.00
H -16.846116 0.252825 3.336376 -0.1 0.4 0.4 0.00
H -17.622264 -0.243980 4.874523 -0.1 0.1 -0.6 0.00
H -19.347167 -0.813603 3.280445 -1.2 0.2 0.6 0.00
H -18.383139 -2.257534 2.937757 -0.1 0.7 0.4 0.00
H -18.352405 0.441785 1.484116 -0.1 -0.2 0.1 0.00
H -19.093342 -1.013970 0.887639 0.2 -0.1 0.1 0.00
H -16.204796 -0.340816 0.994701 1.0 1.0 0.3 0.00
H -18.465437 -3.037453 0.653600 -0.2 0.2 0.0 0.00
H -17.571799 -3.815563 -0.568455 0.2 0.4 0.1 0.00
H -14.790938 -1.600384 -0.325806 0.1 0.2 -0.1 0.00
H -15.253832 -3.224136 -0.694371 -0.3 0.7 0.1 0.00
Br -14.221078 -4.333044 3.744620 0.9 0.1 1.5 0.00
C -12.974605 -4.258771 5.269812 -0.4 0.3 -0.1 0.00
C -11.821487 -4.983124 5.155801 1.0 -0.3 0.5 0.00
C -10.849790 -4.938630 6.187679 -0.2 -0.6 -1.8 0.00
C -11.053895 -4.124183 7.246373 -0.4 -0.3 1.0 0.00
C -12.277510 -3.513515 7.345066 -0.5 0.2 -0.2 0.01
N -13.224635 -3.510601 6.387062 0.0 -1.5 -1.7 -0.03
C -12.708656 -2.737563 8.524816 0.5 1.6 1.2 0.01
O -12.149155 -2.701210 9.587019 -0.7 -0.3 -1.1 0.00
O -13.746515 -1.946857 8.163990 -0.1 -0.1 0.5 0.00
H -11.603229 -5.605355 4.308832 -0.3 -0.1 -0.3 0.00
H -9.946157 -5.541256 6.107672 -0.2 0.1 -0.1 0.00
H -10.367978 -4.105431 8.069175 0.2 0.3 0.3 0.00
O -17.585685 -4.110850 6.779013 -0.9 -0.6 -0.4 -0.01
C -17.439834 -3.278569 7.622712 -1.1 0.0 1.2 0.00
O -16.165032 -2.829376 7.801536 0.1 0.2 0.7 -0.02
C -18.534646 -2.689839 8.502718 0.4 -0.1 0.2 0.00
C -18.350603 -2.368798 9.867477 0.1 -0.2 -0.9 0.00
C -19.398534 -1.850252 10.596235 0.1 0.1 0.2 0.00
C -20.631456 -1.652028 10.003728 -0.3 0.3 0.1 0.00
C -20.863445 -2.004477 8.692411 0.4 -0.6 -0.2 0.00
C -19.823848 -2.533479 7.965467 0.9 -0.3 -1.2 0.00
H -17.432132 -2.552879 10.387359 0.5 0.0 -0.1 0.00
H -19.253255 -1.605564 11.647023 0.0 0.0 -0.3 0.00
H -21.412977 -1.198181 10.567043 -0.5 0.1 0.4 0.00
H -21.816913 -2.004564 8.197308 -0.4 0.5 0.2 0.00
H -20.008692 -2.784349 6.914036 0.2 -0.1 0.4 0.00
```
Forces are in eV/Å.

Output
multiplicity: 2
maximum force: 2.5 eV/Å
E_HOMO (alpha / beta): -14.150 / -14.150 eV
net charge: +2
expectation value of S²: 0.758
energy relative to the best compared isomer or geometry (same formula, charge and spin): 0.000 eV
LUMO (alpha / beta): -0.27571 / -0.25960 Eh

=====

Entry 2:
Here is a structure of composition C19H22ClN2OReS4 from the Open Molecules 2025 dataset. Energies are from the ωB97M-V functional and the def2-TZVPD basis.

Geometry as XYZ:
```
50
Properties=species:S:1:pos:R:3:forces:R:3:mulliken_spin:R:1
Re 1.979755 -0.175165 -0.027661 0.6 -0.7 -0.2 2.54
C 2.989723 2.552854 -1.873972 0.0 0.0 0.0 0.00
C 3.774607 1.721766 -0.894478 0.0 -0.1 0.0 0.00
C 4.894021 1.009475 -1.355343 0.2 0.0 0.0 0.03
C 5.799979 0.446012 -0.482340 0.0 0.0 0.0 0.00
C 5.612322 0.539199 0.900486 0.1 -0.1 -0.1 -0.02
C 4.489980 1.162118 1.381549 -0.2 0.1 0.2 0.03
C 3.550154 1.741532 0.496999 0.0 0.0 0.1 0.03
H 2.187577 3.102578 -1.396237 -0.1 0.0 0.1 0.00
H 2.568926 1.943018 -2.675991 0.0 0.0 0.0 0.00
H 3.668361 3.271481 -2.336376 0.0 0.0 0.0 0.00
H 5.073223 0.958203 -2.422984 0.0 0.0 0.0 0.01
H 6.671540 -0.064044 -0.873381 0.0 0.0 0.0 0.00
H 6.336137 0.109419 1.581110 0.0 0.0 0.0 0.00
H 4.327270 1.246287 2.449888 0.0 0.0 0.0 0.00
H 2.789475 2.389322 0.917962 -0.1 0.0 -0.1 -0.01
S 4.003953 -3.501294 -2.293225 0.2 -0.3 -0.2 0.11
C 3.355330 -2.307315 -1.455157 -0.1 0.1 0.1 0.00
S 3.583858 -1.925539 0.240345 -0.2 0.2 0.0 0.05
S 2.271161 -1.090697 -2.140406 -0.2 0.3 0.2 0.02
C -0.301182 0.388184 3.555347 0.0 0.0 0.0 0.00
C -1.752617 0.189647 3.127063 0.0 0.1 0.1 0.00
C -2.032518 -1.135720 2.429995 -0.1 -0.2 -0.1 0.00
N -2.042824 -1.068142 0.959090 -0.2 0.2 0.2 0.01
C -1.066470 -1.315498 0.140370 0.2 -0.1 -0.2 0.01
S 0.500938 -1.878751 0.722356 0.0 0.1 0.0 0.02
N -1.205481 -1.228402 -1.199809 0.0 0.0 0.0 0.01
C -2.139649 -0.459865 -1.986043 0.0 0.0 0.1 -0.01
O -1.697219 0.107861 -2.941896 0.0 0.0 0.0 0.00
C -3.573609 -0.465847 -1.600318 0.1 -0.1 -0.1 0.00
C -4.197519 -1.644275 -1.191195 0.0 -0.1 0.1 0.00
C -5.557570 -1.641337 -0.919660 0.0 0.0 0.0 0.00
C -6.284747 -0.464685 -1.051408 0.0 0.0 0.0 0.00
C -5.662234 0.705855 -1.468657 0.0 0.0 0.0 0.00
C -4.307943 0.704910 -1.759534 0.0 0.1 0.0 0.00
H -0.233931 1.192617 4.286511 0.0 0.0 0.0 0.00
H 0.337444 0.658214 2.715416 0.0 0.0 0.0 0.01
H 0.103708 -0.516611 4.016235 -0.1 0.1 0.0 0.00
H -2.079439 1.009880 2.481789 0.0 0.0 0.1 0.00
H -2.390839 0.224223 4.011409 0.0 0.0 0.0 0.00
H -3.029339 -1.488766 2.690443 0.0 0.0 0.0 0.00
H -1.324086 -1.904487 2.732404 0.0 0.0 0.0 0.00
H -2.922470 -0.783404 0.539286 0.0 0.0 0.0 0.00
H -0.337444 -1.376727 -1.707888 0.0 0.0 0.0 0.00
H -3.626297 -2.563613 -1.109927 0.0 0.0 0.0 0.00
H -6.050719 -2.556252 -0.617261 0.0 0.0 0.0 0.00
H -7.346567 -0.462887 -0.836980 0.1 0.0 0.0 0.00
H -6.236212 1.616808 -1.576938 0.0 0.0 0.0 0.00
H -3.809768 1.600892 -2.107693 0.0 0.0 0.0 0.00
Cl 0.339250 1.426965 -0.073290 -0.3 0.3 0.0 0.14
```
Forces are in eV/Å.

Output
multiplicity: 4
maximum force: 0.9 eV/Å
E_HOMO (alpha / beta): -11.362 / -11.339 eV
net charge: +1
expectation value of S²: 3.794
energy relative to the best compared isomer or geometry (same formula, charge and spin): 0.000 eV
LUMO (alpha / beta): -0.16592 / -0.16890 Eh

=====

Entry 3:
Here is an isolated molecule of C19H22ClN3O6S2 at a distorted geometry from the Open Molecules 2025 dataset. Energies are from the ωB97M-V functional and the def2-TZVPD basis.

Geometry as XYZ:
```
53
Properties=species:S:1:pos:R:3:forces:R:3:mulliken_charge:R:1
C -5.822290 -2.565342 -0.632427 0.3 -0.3 0.1 -0.88
N -6.839784 -1.557782 -0.478096 -0.1 0.5 1.0 0.03
C -7.264181 -0.895847 -1.684518 -0.2 0.3 -0.2 -0.87
S -6.664118 -0.565666 0.849838 0.0 -0.1 -0.3 1.18
O -7.812736 0.285028 0.906120 0.1 0.2 -0.3 -0.71
O -6.339605 -1.391695 1.968348 0.3 -0.1 -0.1 -0.68
C -5.234978 0.455392 0.441861 -0.6 -0.4 0.2 -0.02
C -5.434055 1.675104 -0.178392 0.0 0.1 0.0 -0.46
C -4.339598 2.440167 -0.538612 0.0 -0.1 0.0 -0.83
C -3.054934 1.965697 -0.303569 -0.2 -0.2 0.1 0.69
Cl -1.735396 3.003342 -0.735147 0.0 0.3 -0.1 -0.21
C -2.844791 0.726950 0.304644 -0.2 0.1 0.1 -0.03
C -1.507224 0.127117 0.644104 -0.1 0.1 -0.2 0.58
O -1.340678 -0.465246 1.684921 0.0 -0.1 0.1 -0.64
N -0.571212 0.265716 -0.337342 -0.1 0.0 -0.3 -0.17
C 0.752246 -0.173808 -0.342723 0.4 -0.2 0.1 0.77
C 1.539537 0.174570 -1.443424 0.0 0.0 0.1 -0.76
C 2.857096 -0.232392 -1.512622 -0.1 0.1 -0.1 -0.57
C 3.387637 -0.993647 -0.487713 0.8 -0.2 0.0 -0.15
S 5.118863 -1.447133 -0.543159 0.1 0.2 0.1 1.25
O 5.560522 -1.422751 -1.905456 -0.2 0.3 0.0 -0.73
O 5.322412 -2.626434 0.241578 -0.2 0.1 0.3 -0.73
N 5.902001 -0.200176 0.241314 -0.2 -0.8 -0.5 0.00
C 5.661785 -0.087299 1.661088 0.1 0.1 0.6 -0.42
C 6.728514 0.839062 2.251311 -0.2 -0.3 0.0 -0.70
O 6.714604 2.095034 1.612261 -0.1 0.2 0.1 -0.39
C 6.954627 1.965965 0.230209 -0.1 -0.1 -0.3 -0.70
C 5.894610 1.078872 -0.428570 0.2 0.5 -0.2 -0.41
C 2.619989 -1.347750 0.605036 0.0 0.0 0.0 -0.57
C 1.299821 -0.942297 0.684355 -0.1 0.0 0.1 -0.66
C -3.962886 -0.011212 0.692710 0.2 0.0 0.0 -0.63
H -5.577962 -2.933286 0.360547 0.1 -0.2 -0.1 0.32
H -4.917556 -2.172245 -1.114846 0.0 0.0 0.0 0.31
H -6.215997 -3.385846 -1.232657 0.0 0.0 0.0 0.33
H -7.728608 -1.623109 -2.350599 0.0 0.0 0.0 0.33
H -8.000683 -0.148625 -1.401035 -0.1 0.0 -0.3 0.32
H -6.429689 -0.412499 -2.209904 0.0 0.0 0.0 0.31
H -6.441700 2.022714 -0.340325 -0.1 0.1 -0.1 0.53
H -4.473155 3.407735 -0.996807 0.0 0.1 0.0 0.46
H -0.836452 0.801619 -1.153590 0.0 -0.1 0.2 0.18
H 1.113096 0.765438 -2.241487 0.0 0.1 -0.1 0.36
H 3.480222 0.011735 -2.358050 0.0 0.1 -0.1 0.50
H 5.731822 -1.088222 2.085283 0.0 0.1 0.2 0.40
H 4.662990 0.333219 1.860636 0.1 0.0 0.0 0.31
H 6.533383 1.031503 3.307224 0.0 -0.1 -0.1 0.34
H 7.716009 0.370483 2.135028 -0.1 0.0 0.1 0.36
H 6.925328 2.976163 -0.180866 0.0 -0.1 -0.1 0.34
H 7.947130 1.524741 0.061103 0.0 0.1 0.0 0.36
H 6.127708 0.900053 -1.477680 0.0 0.2 0.0 0.41
H 4.908651 1.564068 -0.343011 0.1 0.0 0.0 0.30
H 3.061044 -1.958633 1.376298 0.0 -0.1 0.1 0.49
H 0.691813 -1.214208 1.530651 0.0 0.0 0.0 0.53
H -3.823187 -0.944343 1.216178 0.1 -0.1 0.1 0.57
```
Forces are in eV/Å.

Output
multiplicity: 1
maximum force: 1.1 eV/Å
E_HOMO: -9.219 eV
LUMO: -0.01135 Eh
SMILES: CN(C)S(=O)(=O)c1ccc(Cl)c(C(=O)Nc2ccc(S(=O)(=O)N3CCOCC3)cc2)c1

=====

Entry 4:
Here is an isolated molecule of C19H22ClNO5S from the Open Molecules 2025 dataset. Energies are from the ωB97M-V functional and the def2-TZVPD basis.

Geometry as XYZ:
```
49
Properties=species:S:1:pos:R:3:forces:R:3:mulliken_charge:R:1
C -1.731453 -3.373298 0.035786 0.0 0.0 0.0 -2.15
C -2.153924 -1.977387 -0.296489 -0.2 0.0 0.2 0.38
C -1.413698 -1.209095 -1.188057 0.1 0.2 -0.2 -0.52
C -1.793834 0.092646 -1.479185 -0.3 -0.1 0.2 0.19
O -1.105098 0.942016 -2.303618 -0.2 0.0 0.1 -0.50
C 0.112236 0.503951 -2.859343 0.1 -0.2 -0.3 -1.01
C 1.218391 0.103243 -1.872436 -0.3 0.3 -0.1 0.66
O 1.845256 -0.921248 -2.080580 0.2 -0.2 -0.1 -0.60
N 1.491115 0.912975 -0.828872 -0.1 0.0 0.3 0.39
C 0.833925 2.173620 -0.547034 -0.2 0.5 0.0 -1.06
C 0.131660 2.151065 0.777055 -0.2 -0.8 -0.1 0.14
C -0.573153 1.182180 1.428265 0.4 0.4 -0.4 0.12
C -1.001427 1.760714 2.648849 0.1 0.5 0.1 -1.34
C -0.523993 3.032489 2.648689 -0.5 -0.5 0.5 -0.53
O 0.168823 3.276822 1.522261 0.3 0.3 -0.3 -0.43
C 2.525644 0.518234 0.134191 0.1 0.2 -0.2 -0.30
C 3.928571 0.396950 -0.528117 0.1 0.4 -0.2 -0.95
C 4.396709 -1.041333 -0.527974 -0.3 -0.2 0.6 -0.70
S 3.786751 -1.583841 1.088545 -0.3 -0.3 -0.2 1.10
O 3.647119 -3.007725 1.197762 -0.1 -0.2 -0.3 -0.69
O 4.513793 -0.909333 2.128976 0.1 0.5 0.0 -0.66
C 2.172843 -0.771424 0.863232 0.7 -0.3 0.0 -0.62
C -2.938503 0.626374 -0.893161 0.2 -0.1 -0.2 -0.63
C -3.697083 -0.114505 -0.005406 0.1 0.0 0.0 0.82
C -4.917628 0.462917 0.636614 0.0 0.0 0.0 -1.90
C -3.283086 -1.413437 0.285684 0.2 0.1 -0.2 1.17
Cl -4.205353 -2.353933 1.413317 -0.1 -0.1 0.1 -0.25
H -1.551743 -3.469771 1.105954 0.0 -0.1 0.0 0.43
H -0.824238 -3.641941 -0.497992 0.1 0.0 0.0 0.39
H -2.518769 -4.078194 -0.228385 0.0 -0.1 0.0 0.45
H -0.540731 -1.651867 -1.638872 0.1 -0.1 -0.1 0.51
H -0.042314 -0.361037 -3.517214 0.1 0.1 0.2 0.39
H 0.468485 1.339364 -3.471846 0.0 -0.1 0.1 0.39
H 0.118273 2.402525 -1.337384 0.2 0.0 0.1 0.60
H 1.582670 2.975671 -0.522753 -0.1 -0.1 0.0 0.33
H -0.771716 0.188093 1.087016 0.0 -0.3 -0.2 1.09
H -1.582881 1.287053 3.412003 -0.1 0.0 0.2 0.50
H -0.601659 3.831653 3.358084 0.1 0.2 0.0 0.51
H 2.568346 1.328981 0.864311 0.0 -0.1 -0.1 0.52
H 3.887909 0.798067 -1.541146 0.0 0.0 0.0 0.39
H 4.634130 0.990933 0.053666 0.0 0.0 -0.1 0.40
H 3.889656 -1.643358 -1.274833 0.0 -0.1 0.0 0.29
H 5.473319 -1.145949 -0.592319 0.1 -0.1 0.2 0.52
H 1.689725 -0.605753 1.819385 0.1 -0.1 0.2 0.56
H 1.589185 -1.447522 0.248127 -0.1 -0.1 -0.1 0.11
H -3.217747 1.638329 -1.138863 0.0 0.2 0.0 0.37
H -5.089478 1.478331 0.292048 0.0 0.1 0.0 0.37
H -4.804201 0.471026 1.719813 -0.1 0.0 0.1 0.36
H -5.790848 -0.144260 0.402230 -0.1 0.0 0.0 0.43
```
Forces are in eV/Å.

Output
multiplicity: 1
maximum force: 0.8 eV/Å
E_HOMO: -8.629 eV
energy relative to the best compared isomer or geometry (same formula, charge and spin): 0.000 eV
LUMO: 0.01895 Eh
SMILES: Cc1cc(OCC(=O)N(Cc2ccco2)[C@@H]2CCS(=O)(=O)C2)cc(C)c1Cl

=====

Entry 5:
Here is an isolated molecule of C19H22FN3O5S2 at a distorted geometry from the Open Molecules 2025 dataset. Energies are from the ωB97M-V functional and the def2-TZVPD basis.

Geometry as XYZ:
```
52
Properties=species:S:1:pos:R:3:forces:R:3:mulliken_charge:R:1
C -3.792417 -2.402600 1.180038 -0.5 0.5 -0.5 -0.86
S -4.897861 -1.298946 0.274698 0.1 -0.1 0.2 1.13
O -5.586374 -0.443314 1.187343 0.2 0.1 0.1 -0.60
O -5.666072 -2.084821 -0.639289 0.2 -0.3 -0.2 -0.65
N -3.882069 -0.340890 -0.678188 -0.9 -0.7 0.2 0.06
C -3.386487 -0.972067 -1.883940 0.2 -0.4 -0.2 -1.47
C -1.937456 -1.399791 -1.632818 -0.4 0.1 -0.2 0.90
O -1.664363 -2.479486 -1.154126 0.1 -0.2 0.0 -0.64
N -1.034735 -0.423171 -1.907969 0.1 0.4 -0.3 0.01
C 0.341628 -0.419437 -1.654144 0.3 -0.1 0.1 0.76
C 1.057941 -1.583897 -1.386192 0.0 -0.1 0.0 -0.35
C 2.418165 -1.507760 -1.143973 0.0 0.0 0.0 -0.78
C 3.056769 -0.282987 -1.162654 0.8 0.0 0.1 0.04
S 4.817348 -0.187846 -0.805230 0.1 0.0 0.1 1.26
O 5.413228 -1.436083 -1.174186 -0.3 -0.2 0.1 -0.72
O 5.314775 1.027953 -1.375172 -0.3 0.2 0.1 -0.72
N 4.985735 -0.045490 0.847913 0.2 -0.1 -1.2 0.00
C 4.408108 1.134590 1.449717 -0.3 0.6 0.2 -0.80
C 3.033973 0.704655 1.995905 0.0 0.1 0.0 -0.36
C 3.138885 -0.823587 2.150966 0.0 -0.1 0.1 -0.39
C 4.550259 -1.173555 1.640299 -0.2 -0.6 0.3 -0.78
C 2.359317 0.875512 -1.450816 -0.1 0.1 -0.1 -0.77
C 1.001900 0.809715 -1.698730 0.0 -0.1 0.0 -0.72
C -3.398189 0.895594 -0.262090 0.3 0.9 0.6 1.07
C -3.222365 1.178541 1.092375 0.1 0.0 0.0 -0.71
C -2.736559 2.407263 1.500331 0.0 0.0 -0.1 -0.84
C -2.384112 3.380877 0.581080 0.0 0.1 -0.2 -0.69
C -2.571862 3.093333 -0.756530 0.1 -0.1 0.1 0.30
F -2.243584 4.014938 -1.686876 -0.1 -0.1 0.1 -0.36
C -3.075222 1.884332 -1.195115 -0.1 0.0 0.0 -0.46
H -3.286335 -1.842664 1.954409 0.1 0.2 0.1 0.29
H -3.085920 -2.829115 0.477164 0.1 0.0 -0.1 0.26
H -4.412713 -3.177517 1.611846 -0.2 -0.1 0.1 0.44
H -4.008914 -1.855225 -2.036620 0.3 0.1 -0.2 0.51
H -3.481082 -0.320252 -2.755441 -0.1 0.0 0.1 0.32
H -1.400879 0.469333 -2.213392 0.0 -0.2 0.1 0.18
H 0.550270 -2.533393 -1.370109 0.0 0.0 0.0 0.50
H 2.998392 -2.398003 -0.961276 0.0 -0.2 0.0 0.48
H 4.363503 1.925057 0.703543 0.0 0.2 0.2 0.38
H 5.063517 1.456413 2.264591 0.0 0.0 -0.1 0.38
H 2.822067 1.195794 2.943702 -0.1 0.0 0.0 0.42
H 2.242599 0.966396 1.293738 0.0 0.0 0.1 0.09
H 3.017428 -1.133373 3.187236 0.0 -0.1 0.0 0.40
H 2.376105 -1.324469 1.555842 0.0 0.0 0.1 0.13
H 4.592757 -2.070677 1.026420 0.0 -0.1 0.2 0.36
H 5.245691 -1.289080 2.477041 0.0 0.0 -0.1 0.37
H 2.893773 1.810909 -1.495131 0.0 0.2 0.0 0.48
H 0.448838 1.709439 -1.927448 -0.1 0.1 0.0 0.37
H -3.500783 0.444708 1.827265 0.1 0.0 0.1 0.25
H -2.617726 2.604992 2.554104 0.0 0.0 0.1 0.41
H -1.989341 4.337115 0.881494 0.1 0.1 0.0 0.50
H -3.249542 1.752021 -2.251609 0.0 0.0 -0.1 0.64
```
Forces are in eV/Å.

Output
multiplicity: 1
maximum force: 1.2 eV/Å
E_HOMO: -9.207 eV
LUMO: 0.00928 Eh
SMILES: CS(=O)(=O)N(CC(=O)Nc1ccc(S(=O)(=O)N2CCCC2)cc1)c1cccc(F)c1